This record from OMol25 describes the ion C4H8N3O with charge +1 at a distorted geometry. The level of theory is ωB97M-V/def2-TZVPD.

Each line ends with the Mulliken charge.
Atoms and positions in Å:
C  0.240  -0.617  -0.491  0.394
C  1.575  0.233  -0.549  -0.281
C  -0.903  0.379  -0.205  0.119
C  -0.226  -1.291  0.942  -0.648
N  -1.397  -0.381  0.721  -0.136
N  2.295  0.382  0.503  -0.236
N  -1.558  1.314  -0.776  -0.328
O  3.380  1.275  0.176  -0.412
H  0.009  -1.177  -1.399  0.347
H  1.729  0.853  -1.502  0.394
H  -0.493  -2.271  0.888  0.352
H  0.275  -0.983  1.774  0.346
H  -2.148  -0.201  1.362  0.216
H  -2.512  1.010  -0.710  0.263
H  -1.301  2.267  -0.896  0.277
H  4.173  1.227  0.658  0.334

Atoms 1-2, force components in eV/Å:
C 2.306 2.432 2.058
C -0.504 0.114 -0.206

## Properties
**HOMO level**: -13.8 eV
**E**: -396.3395 Eh
**Energy relative to the best compared isomer or geometry (same formula, charge and spin)**: 123.43 kcal/mol
**Charge**: +1
**SMILES**: [NH2+]=C1NC[C@@H]1/C=N/O
**Frontier orbital gap**: 9.54 eV